A cluster of 2 separate species, C33H33ClN3 in total at a distorted geometry, computed with ωB97M-V with the def2-TZVPD basis set.

Computed properties:
Orbital gap   3.7 eV
E   -1901.52891 a.u.
Max |F|   2.30 eV/Å
Total charge   +1
HOMO   -8.59 eV
LUMO level   -4.847 eV

CARTESIAN COORDINATES (ANGSTROEM)
C 0.02100 -4.16465 4.18369
N -0.85938 -3.70500 3.12145
C -0.47580 -2.60612 2.19773
H -0.39754 -1.66951 2.76246
C 0.79658 -2.89385 1.45417
C 0.88651 -4.03545 0.68317
C 2.04599 -4.32878 -0.01364
Cl 2.12746 -5.76809 -0.96929
C 3.13214 -3.47348 0.05924
C 3.05298 -2.33384 0.82531
C 1.89390 -2.04539 1.51899
N -1.66293 -2.54404 1.30537
C -1.76109 -1.59610 0.20603
C -2.60514 -3.54629 1.64371
C -2.11102 -4.25867 2.75918
C -2.84367 -5.29827 3.30456
C -4.06411 -5.62304 2.73581
C -4.54886 -4.92445 1.64196
C -3.82568 -3.88147 1.08570
H -0.44748 -4.96121 4.75809
H 0.94948 -4.53812 3.75524
H 0.25140 -3.33550 4.85036
H 0.05090 -4.70930 0.62380
H 4.02908 -3.71250 -0.48464
H 3.89737 -1.66899 0.88314
H 1.84062 -1.15522 2.11774
H -2.70383 -1.71456 -0.32397
H -1.69823 -0.57799 0.58792
H -0.94270 -1.76005 -0.49277
H -2.47321 -5.83758 4.15777
H -4.64664 -6.42826 3.15353
H -5.50334 -5.19343 1.22003
H -4.20761 -3.33836 0.23952
C 0.89921 -2.93978 7.74752
C 0.79887 -1.66482 8.49014
N 1.81426 -1.13973 9.24510
C 3.13017 -1.73981 9.43540
C 1.40652 0.08046 9.81086
C 0.09546 0.33198 9.37162
C -0.52876 1.53311 9.71824
C 0.12769 2.41975 10.53275
C 1.41124 2.14559 11.00733
C 2.06328 0.99100 10.64422
C -0.31100 -0.79082 8.54776
C -1.51761 -0.93427 7.82681
C -2.69057 -0.10680 7.93495
C -3.22010 0.31134 9.17336
C -4.28350 1.17893 9.23314
C -4.86350 1.68530 8.07302
C -5.95380 2.69787 8.15254
C -4.38353 1.24079 6.84453
C -3.34844 0.34178 6.76953
H -0.02862 -3.17498 7.22867
H 1.69790 -2.89425 7.00682
H 1.11632 -3.76835 8.42177
H 3.74422 -1.11720 10.08226
H 3.02083 -2.71992 9.89579
H 3.63784 -1.85054 8.47817
H -1.50418 1.76774 9.33375
H -0.35993 3.33928 10.80970
H 1.88708 2.84391 11.67529
H 3.05745 0.79071 11.00023
H -1.52573 -1.66924 7.03699
H -2.76925 -0.05025 10.08167
H -4.66172 1.49662 10.18967
H -6.32502 2.96490 7.16202
H -6.79648 2.31887 8.73158
H -5.59980 3.61328 8.62980
H -4.83000 1.61693 5.94010
H -2.98744 0.01548 5.80978

Löwdin charges, unit e, in atom order: -0.031, -0.072, -0.207, 0.143, -0.191, -0.049, -0.652, 0.691, -0.103, -0.073, -0.038, -0.071, -0.024, -0.159, -0.164, -0.042, -0.114, -0.109, -0.033, 0.083, 0.088, 0.059, 0.123, 0.107, 0.107, 0.105, 0.082, 0.084, 0.085, 0.093, 0.098, 0.099, 0.098, 0.015, -0.139, 0.000, 0.029, -0.133, -0.093, -0.007, -0.052, -0.056, 0.003, -0.077, 0.135, -0.208, -0.040, -0.019, -0.244, -0.032, -0.016, 0.005, 0.072, 0.104, 0.108, 0.093, 0.107, 0.107, 0.098, 0.113, 0.114, 0.108, 0.123, 0.128, 0.126, 0.085, 0.095, 0.096, 0.120, 0.120

=====

A cluster of 2 separate species, C2H6N2O2 in total at a distorted geometry, computed with ωB97M-V with the def2-TZVPD basis set.

Computed properties:
Orbital gap (spin up / spin down)   7.4 / 2.6 eV
E   -339.43377 a.u.
Multiplicity   2
Max |F|   1.75 eV/Å
<S²>   0.76
Total charge   +1
HOMO (spin up / spin down)   -12.85 / -12.83 eV
LUMO level (spin up / spin down)   -5.449 / -10.178 eV
ΔE to the lowest compared entry with this formula, charge and spin   35.6 kcal per mole

CARTESIAN COORDINATES (ANGSTROEM)
C 0.05184 -1.15976 2.73729
N -0.34090 -0.04326 2.21517
O 1.21423 -1.61616 2.66645
H -0.66399 -1.66340 3.40231
H -1.32948 0.18460 2.25740
H 0.26891 0.45998 1.58608
C 0.53683 1.14780 -2.28887
N -0.36233 0.16990 -2.56277
O 0.61815 2.16398 -2.92699
H 1.36337 0.79534 -1.62760
H -0.89398 0.23563 -3.42627
H -0.46265 -0.67465 -2.03220

Löwdin charges, unit e, in atom order: -0.172, 0.263, 0.365, 0.208, 0.169, 0.161, -0.452, 0.104, 0.040, 0.120, 0.117, 0.078

=====

A structure of composition C6H13O3Sm at a distorted geometry, computed with ωB97M-V with the def2-TZVPD basis set.

Computed properties:
Orbital gap (spin up / spin down)   6.7 / 6.9 eV
E   -1119.67760 a.u.
Multiplicity   7
Max |F|   4.62 eV/Å
<S²>   12.01
Total charge   +1
HOMO (spin up / spin down)   -10.31 / -10.64 eV
LUMO level (spin up / spin down)   -3.645 / -3.735 eV
ΔE to the lowest compared entry with this formula, charge and spin   55.5 kcal per mole

CARTESIAN COORDINATES (ANGSTROEM)
C -1.98935 -1.84987 -1.72277
O -1.00744 -0.89885 -1.36562
C -1.44263 0.46077 -1.12555
C -0.19696 1.28316 -0.91119
O -0.26881 2.10949 0.24223
C 1.01439 2.24173 0.81071
C 1.30070 0.95922 1.56708
O 0.95608 -0.15739 0.74932
H -1.47078 -2.80475 -1.85916
H -2.71778 -1.93020 -0.90323
H -2.46228 -1.54963 -2.66909
H -2.11226 0.44820 -0.25139
H -1.91855 0.77236 -2.06787
H -0.17831 2.03771 -1.72046
H 0.96464 3.05739 1.54372
H 1.81684 2.45239 0.08539
H 0.53508 0.79811 2.34087
H 2.31016 0.95262 1.99588
Sm 1.17458 -0.73937 -1.30167
C 1.38800 -1.65929 1.47398
H 0.43621 -1.82770 1.99330
H 1.57019 -2.64495 1.02190
H 2.29830 -1.51114 2.07363

Löwdin charges, unit e, in atom order: -0.056, -0.457, -0.191, -0.376, -0.150, -0.195, -0.184, -0.438, 0.095, 0.110, 0.108, 0.149, 0.132, 0.100, 0.144, 0.129, 0.143, 0.137, 1.495, 0.055, 0.093, 0.069, 0.089

=====

The molecule C2H2N4O at a distorted geometry, computed with ωB97M-V with the def2-TZVPD basis set.

Computed properties:
Orbital gap (spin up / spin down)   6.4 / 6.3 eV
E   -371.33452 a.u.
Multiplicity   3
Max |F|   8.53 eV/Å
<S²>   2.03
HOMO (spin up / spin down)   -6.08 / -9.79 eV
LUMO level (spin up / spin down)   0.289 / -3.496 eV
ΔE to the lowest compared entry with this formula, charge and spin   96.0 kcal per mole

CARTESIAN COORDINATES (ANGSTROEM)
C -1.58101 1.25014 0.08194
C 0.33745 -0.54147 0.02299
N -2.13770 2.25272 -0.02986
N -0.15276 -1.74916 0.16008
N -0.91939 0.12690 -0.06093
N 1.61601 -0.06956 -0.15627
O -1.50592 -1.18018 0.09317
H 2.43166 -0.79698 -0.36456
H 1.91166 0.70757 0.25345

Löwdin charges, unit e, in atom order: -0.271, -0.382, 0.157, 0.135, 0.011, 0.167, -0.036, 0.188, 0.030

=====

A structure of composition C20H20BrHfN5O3S4Si, computed with ωB97M-V with the def2-TZVPD basis set.

Computed properties:
Orbital gap   5.9 eV
E   -5777.96312 a.u.
Max |F|   0.79 eV/Å
HOMO   -8.11 eV
LUMO level   -2.190 eV
ΔE to the lowest compared entry with this formula, charge and spin   0.0 kcal per mole

CARTESIAN COORDINATES (ANGSTROEM)
Hf -2.32461 -2.22579 -0.61933
O 3.25650 4.18837 0.87092
S 4.17187 3.87538 1.95052
O 5.49118 4.43260 1.82919
O 3.56310 3.93657 3.27703
C 4.39214 2.06401 1.77095
N 5.55897 1.48558 2.04968
C 5.62341 0.16956 1.89524
C 4.55025 -0.59445 1.45716
C 3.37530 0.10616 1.22486
N 3.29800 1.42123 1.39332
C 2.10178 -0.50380 0.80533
C 1.09385 0.32205 0.30594
C -0.13599 -0.21589 0.03144
N -0.41473 -1.52658 0.21037
C 0.58519 -2.33612 0.62435
C 1.83222 -1.86570 0.93403
H 6.57059 -0.30044 2.13803
H 4.64685 -1.66077 1.30699
H 1.28026 1.38151 0.19305
H -0.94231 0.41002 -0.31120
H 0.33003 -3.38028 0.74662
H 2.57350 -2.55227 1.31611
S -4.60832 3.51468 2.05602
C -4.32665 2.07128 1.35766
S -5.60651 0.99616 0.76924
C -4.40358 -0.14502 0.29058
N -3.18395 0.19928 0.54876
N -3.13367 1.44819 1.13790
C -1.85459 2.02245 1.46793
C -1.48956 3.22201 0.86682
C -0.24621 3.76935 1.14589
C 0.62227 3.13495 2.02164
C 0.22725 1.94703 2.63258
C -1.01555 1.38468 2.36312
S -4.71199 -1.61683 -0.57056
H -2.16710 3.70764 0.17627
H 0.05578 4.69104 0.66745
H 1.61025 3.54700 2.22645
H 0.90896 1.46472 3.32153
H -1.34393 0.48996 2.85795
Br -2.37486 -4.55997 0.16339
C -0.75418 -4.25726 -3.42604
Si -1.86494 -2.74001 -3.24971
C -1.10302 -1.30131 -4.20228
C -3.56635 -3.15059 -3.96374
H -0.66248 -4.51126 -4.48563
H -1.17001 -5.12265 -2.90841
H 0.25309 -4.08080 -3.04319
H -1.03188 -1.56612 -5.26045
H -0.09464 -1.07059 -3.85249
H -1.70194 -0.39117 -4.13223
H -3.47480 -3.32058 -5.04022
H -4.28701 -2.34530 -3.81333
H -3.97724 -4.06189 -3.52345

Löwdin charges, unit e, in atom order: 0.930, -0.358, 0.407, -0.328, -0.352, -0.318, 0.144, -0.100, 0.010, -0.223, 0.164, -0.090, 0.029, -0.126, -0.129, -0.118, 0.026, 0.114, 0.104, 0.128, 0.093, 0.082, 0.121, 0.665, -1.096, 1.021, -1.115, -0.060, -0.145, -0.273, -0.033, -0.032, -0.059, -0.070, -0.044, 0.524, 0.112, 0.120, 0.064, 0.119, 0.117, 0.146, -0.250, 0.360, -0.244, -0.249, 0.034, 0.008, 0.022, 0.033, 0.022, 0.022, 0.034, 0.012, 0.027

=====

A structure of composition CH5NP2 at a distorted geometry, computed with ωB97M-V with the def2-TZVPD basis set.

Computed properties:
Orbital gap (spin up / spin down)   5.2 / 7.3 eV
E   -778.32055 a.u.
Multiplicity   3
Max |F|   5.98 eV/Å
<S²>   2.02
HOMO (spin up / spin down)   -5.02 / -9.92 eV
LUMO level (spin up / spin down)   0.205 / -2.584 eV
ΔE to the lowest compared entry with this formula, charge and spin   81.2 kcal per mole

CARTESIAN COORDINATES (ANGSTROEM)
C 0.30884 0.41972 -0.41360
N 0.50777 1.38564 -1.15114
P 1.67119 -0.38030 0.71578
P -1.79192 -0.44177 -0.11351
H -0.23049 1.83701 -1.64264
H 1.11660 -1.65284 0.82209
H 1.11817 -0.06311 1.90717
H -1.86165 -1.12712 1.11737
H -2.11981 0.87956 0.29091

Löwdin charges, unit e, in atom order: -0.833, -0.038, 0.760, 0.750, 0.036, -0.157, -0.184, -0.177, -0.158

=====

The molecule C7H9N, computed with ωB97M-V with the def2-TZVPD basis set.

Computed properties:
Orbital gap   8.7 eV
E   -326.88055 a.u.
Max |F|   0.58 eV/Å
HOMO   -7.63 eV
LUMO level   1.057 eV
ΔE to the lowest compared entry with this formula, charge and spin   6.5 kcal per mole

CARTESIAN COORDINATES (ANGSTROEM)
C -0.85219 -0.11549 -2.53735
N -0.50780 0.76079 -1.45040
C -0.09782 0.35018 -0.20141
C -0.48073 -0.88471 0.33295
C -0.02994 -1.28998 1.57841
C 0.80668 -0.47777 2.33239
C 1.15229 0.77012 1.82769
C 0.69682 1.18690 0.58976
H -0.84834 -1.13818 -2.17501
H -0.16172 -0.01798 -3.38346
H -1.84185 0.11164 -2.94109
H -0.27354 1.70941 -1.68487
H -1.14923 -1.55341 -0.19156
H -0.34425 -2.22453 2.01845
H 1.18383 -0.78931 3.29355
H 1.77913 1.44591 2.39687
H 0.96866 2.15640 0.19507

Löwdin charges, unit e, in atom order: -0.096, -0.047, -0.284, -0.046, -0.099, -0.116, -0.103, -0.046, 0.067, 0.081, 0.078, 0.121, 0.097, 0.099, 0.092, 0.100, 0.103

=====

The ion C4H11N2O with charge -1 at a distorted geometry, computed with ωB97M-V with the def2-TZVPD basis set.

Computed properties:
Orbital gap   6.7 eV
E   -343.74633 a.u.
Max |F|   1.06 eV/Å
Total charge   -1
HOMO   -2.65 eV
LUMO level   4.070 eV
ΔE to the lowest compared entry with this formula, charge and spin   15.6 kcal per mole

CARTESIAN COORDINATES (ANGSTROEM)
C 0.14432 -2.00952 0.73616
O 0.82356 -2.96866 0.12379
C -0.01443 -0.72439 -0.13195
C -0.63728 0.42417 0.65995
C -0.35271 1.79459 0.05081
N -0.60556 1.91267 -1.38759
N 1.30603 -0.40683 -0.70802
H -0.91690 -2.25124 1.05994
H 0.55268 -1.64700 1.73378
H -0.65176 -1.02339 -0.97667
H -0.15466 0.40880 1.64017
H -1.70665 0.23208 0.75408
H 0.73803 1.91670 0.14654
H -0.75273 2.67579 0.56855
H 0.15156 1.39868 -1.83971
H -1.49131 1.49299 -1.63614
H 1.73071 -1.34035 -0.77691
H 1.83707 0.11491 -0.01679

Löwdin charges, unit e, in atom order: -0.551, -0.335, -0.431, -0.199, -0.318, -0.028, 0.013, 0.082, 0.080, 0.122, 0.096, 0.101, 0.089, 0.089, 0.043, 0.049, 0.049, 0.050

=====

> Look up the E of the sixth one.

-778.32055 a.u.

=====

> What is the formula in the eighth record?

C4H11N2O